Formula: C21H25FeN2O5
Source: the Open Molecules 2025 dataset
Level of theory: wB97M-V/def2-TZVPD

CARTESIAN COORDINATES (ANGSTROEM)
C -3.80 0.44 2.18
O -2.47 0.94 2.00
C -1.38 0.11 1.81
C -0.67 -0.53 2.89
C -0.22 -1.95 2.58
C 0.46 -1.97 1.27
C 0.35 -0.88 0.43
C -0.65 0.13 0.59
Fe 0.56 0.90 2.05
C 1.59 0.73 3.45
O 2.40 0.77 4.29
C -0.02 2.47 2.57
O -0.10 3.55 2.99
C 1.87 1.52 1.05
O 2.85 1.99 0.63
H -4.39 1.34 2.38
H -4.14 -0.04 1.26
H -3.86 -0.25 3.04
H -1.00 -0.35 3.92
H 0.45 -2.34 3.37
H -1.09 -2.65 2.61
H 1.24 -2.72 1.11
H 0.96 -0.87 -0.48
H -0.93 0.81 -0.22
C 4.36 -3.38 1.94
C 4.23 -4.16 0.65
N 2.92 -4.02 0.01
C 2.87 -3.18 -1.19
C 3.24 -3.92 -2.47
C 1.88 -4.78 0.51
C 0.55 -4.49 0.04
N -0.40 -5.49 0.25
C -0.64 -5.97 1.52
C -1.62 -6.91 1.74
C -2.36 -7.42 0.67
C -2.11 -6.92 -0.61
C -1.17 -5.93 -0.80
O 2.10 -5.63 1.39
H 5.39 -3.45 2.30
H 4.11 -2.32 1.79
H 3.69 -3.79 2.71
H 4.95 -3.79 -0.09
H 4.41 -5.22 0.83
H 1.88 -2.71 -1.29
H 3.59 -2.36 -1.02
H 3.14 -3.24 -3.32
H 4.27 -4.28 -2.42
H 2.57 -4.78 -2.62
H 0.40 -3.95 -0.90
H 0.03 -5.60 2.30
H -1.77 -7.26 2.76
H -3.12 -8.19 0.82
H -2.64 -7.29 -1.49
H -0.90 -5.48 -1.76

The orbital gap (alpha / beta) is 1.93 / 5.88 eV. The highest occupied orbital energy (alpha / beta) comes out at 2.814 / -2.080 eV. Its expectation value of S² is 8.87. As for the spin multiplicity: 6. The net charge is -2. Its LUMO energy (alpha / beta) is 4.749 / 3.796 eV. The molar mass is 441.28 u. The value obtained for the calculated total energy is -69779.1650 eV.

Formula: C28H37BrIrNOS
Source: the Open Molecules 2025 dataset
Level of theory: wB97M-V/def2-TZVPD

CARTESIAN COORDINATES (ANGSTROEM)
Ir 0.24 0.19 -0.44
C -2.01 -0.25 -0.52
C -1.32 -0.79 0.66
C -0.89 0.38 1.42
C -1.28 1.53 0.67
C -2.02 1.13 -0.49
C -2.61 2.03 -1.56
C -2.09 1.67 -2.95
C -2.27 3.50 -1.27
C -4.14 1.86 -1.55
C -0.34 0.58 2.84
C 0.58 -0.54 3.32
C 0.48 1.87 2.89
C -1.52 0.73 3.81
C -1.44 -2.28 1.00
C -2.33 -2.46 2.24
C -0.11 -3.02 1.21
C -2.14 -3.03 -0.15
H -2.42 -0.85 -1.32
H -1.09 2.54 0.96
H -1.01 1.80 -3.01
H -2.56 2.31 -3.71
H -2.31 0.63 -3.20
H -1.19 3.65 -1.28
H -2.66 3.80 -0.29
H -2.72 4.14 -2.03
H -4.41 0.82 -1.76
H -4.60 2.50 -2.30
H -4.55 2.11 -0.57
H 1.41 -0.67 2.61
H 0.07 -1.49 3.45
H 1.00 -0.26 4.29
H 1.29 1.83 2.16
H 0.91 1.98 3.89
H -0.13 2.76 2.70
H -2.19 -0.13 3.80
H -2.12 1.61 3.55
H -1.15 0.87 4.84
H -1.85 -2.09 3.15
H -2.56 -3.52 2.39
H -3.28 -1.92 2.11
H 0.60 -2.47 1.82
H 0.38 -3.19 0.24
H -0.30 -3.99 1.67
H -3.17 -2.68 -0.30
H -2.19 -4.09 0.10
H -1.59 -2.92 -1.08
O 2.51 0.50 0.62
N 3.35 1.24 -0.04
C 4.59 1.41 0.50
C 5.56 2.15 -0.11
C 5.26 2.77 -1.33
C 4.02 2.60 -1.86
C 3.01 1.82 -1.22
S 1.46 1.65 -1.91
H 4.71 0.89 1.44
H 6.53 2.25 0.37
H 6.00 3.36 -1.84
H 3.75 3.05 -2.80
Br 2.80 -5.07 -3.85
C 2.11 -3.57 -2.89
C 0.91 -2.99 -3.29
C 0.42 -1.90 -2.58
C 1.08 -1.36 -1.46
C 2.29 -1.97 -1.12
C 2.81 -3.06 -1.81
H 0.38 -3.38 -4.15
H -0.50 -1.45 -2.92
H 2.84 -1.60 -0.26
H 3.74 -3.52 -1.51

The orbital gap (alpha / beta) is 5.30 / 6.49 eV. The highest occupied orbital energy (alpha / beta) comes out at -2.537 / -3.727 eV. Its expectation value of S² is 0.76. As for the spin multiplicity: 2. The net charge is -1. Its LUMO energy (alpha / beta) is 2.767 / 2.760 eV. The molar mass is 707.80 u. The value obtained for the calculated total energy is -116891.5012 eV. For the energy above the lowest of the compared OMol25 structures with the same formula, charge and spin, the calculation gives 1.4 kcal per mole.